Record 1
45
Properties=species:S:1:pos:R:3:forces:R:3 method="wB97M-V/def2-TZVPD" lumo_ev=0.1 homo_lumo_gap_ev=9.6 total_energy_ev=-26165.571 smiles=CC(C)O.OCCO.OCCO.OCCO.O max_force_ev_per_a=1.8 e_above_lowest_kcal_mol=0.0
O 0.893053 -1.279086 -0.474530 -0.4 0.7 -0.1
H 0.476001 -0.652677 -1.121363 0.1 -0.7 0.4
H 0.358545 -1.214786 0.333427 -0.1 -0.3 -0.1
C -1.551940 3.089727 3.565108 0.1 0.8 0.4
C -1.121954 1.731388 3.065008 0.2 0.0 0.0
O -1.327260 1.693566 1.668884 -0.4 0.2 -0.5
O -2.955992 3.218586 3.817183 0.4 -0.4 -0.5
H -1.256635 3.894037 2.882265 0.1 -0.3 -0.3
H -1.011009 3.338825 4.481741 -0.3 -0.3 0.2
H -1.710195 0.967963 3.592366 0.0 0.0 0.0
H -0.066286 1.573723 3.310286 0.0 0.0 -0.1
H -0.993676 0.879191 1.276038 0.1 0.0 0.5
H -3.353258 3.045374 2.952184 -0.2 0.1 0.3
C 4.227607 -0.442656 -0.251146 -0.6 -0.2 0.6
C 3.521145 0.911133 -0.259158 0.1 0.1 -0.9
O 2.380486 0.960047 0.573189 -0.1 0.1 0.5
O 3.593136 -1.400611 -1.089561 0.1 0.1 0.0
H 4.188710 -0.807048 0.783305 0.2 0.1 0.1
H 5.280443 -0.382977 -0.517268 0.0 0.1 -0.3
H 3.227205 1.169406 -1.287101 0.1 -0.3 -0.1
H 4.196438 1.723032 0.018938 0.0 -0.1 0.5
H 1.743923 0.277897 0.301458 0.5 0.1 -0.2
H 2.717828 -1.591250 -0.706054 0.2 0.1 -0.3
C -2.420652 -1.231837 1.502680 -0.5 -0.5 0.4
C -2.956419 -2.682144 1.568886 1.3 1.1 -0.6
O -3.069527 -3.175813 2.889743 -0.2 0.3 -0.1
O -1.017648 -1.155203 1.805298 -0.3 -0.2 0.1
H -3.010801 -0.622541 2.195398 0.2 0.1 0.0
H -2.535297 -0.796892 0.512133 0.0 -0.2 -0.1
H -2.210074 -3.259233 1.010247 -0.4 -0.3 -0.2
H -3.916046 -2.674747 1.060312 -0.2 -0.4 0.2
H -2.262914 -2.927710 3.351712 -0.1 -0.3 0.2
H -0.905448 -1.449499 2.715610 0.3 0.2 0.0
C 1.317987 0.759324 -3.692210 -0.6 -0.2 0.3
C -0.102976 0.221591 -3.700667 -0.4 -0.8 -0.3
C -0.132680 -1.164713 -4.374554 0.5 0.8 -0.6
O -0.570438 0.148511 -2.335783 0.1 0.1 -0.1
H 1.378817 1.611571 -3.017284 0.1 0.1 -0.1
H 1.611508 1.039899 -4.701016 0.1 0.0 0.0
H 1.962467 -0.044499 -3.329005 0.2 0.2 0.0
H -0.818318 0.851503 -4.239893 0.4 0.3 0.0
H -1.117578 -1.488410 -4.707404 -0.1 -0.1 0.4
H 0.395006 -1.913059 -3.786528 -0.2 -0.1 0.2
H 0.443923 -1.039558 -5.299637 0.0 -0.2 0.0
H -1.519215 0.290639 -2.343224 0.0 -0.1 0.1



Record 2
57
Properties=species:S:1:pos:R:3:forces:R:3 method="wB97M-V/def2-TZVPD" lumo_ev=1.6 homo_lumo_gap_ev=6.9 total_energy_ev=-133309.613 total_charge=-1 max_force_ev_per_a=6.3 e_above_lowest_kcal_mol=69.4
C -1.263547 -1.921820 -3.580072 -0.1 1.0 -0.1
C 0.238641 -1.691159 -3.280885 0.1 -1.2 -0.9
N 0.734790 -2.258421 -2.024194 -2.2 0.9 0.9
Nb 0.100625 -1.367268 -0.233732 3.5 -0.9 -1.4
Br 2.446658 -2.030357 0.833084 -0.6 0.1 0.2
C 0.854672 0.722619 -0.753002 -1.8 0.3 1.1
P -0.412908 1.959814 -0.282358 2.9 0.9 -1.9
O -0.042695 3.268612 -0.858419 0.0 0.7 0.0
O -1.875450 1.579554 -0.824213 -0.2 -0.3 0.9
O -0.428620 2.060789 1.309087 -1.1 -0.4 -0.1
H -1.433440 -2.216634 -4.617668 0.1 -0.3 0.1
H -1.775544 -0.958879 -3.480392 -0.2 -0.1 0.1
H -1.752693 -2.589331 -2.875488 0.2 -0.2 -0.1
H 0.457733 -0.629822 -3.388537 0.2 0.0 0.4
H 0.786925 -2.191266 -4.092652 0.1 0.2 0.0
H 0.521737 -3.252826 -2.023727 0.5 -0.1 -0.1
H -0.480236 -3.020465 0.298258 -0.5 0.2 0.2
H -0.456486 -0.757566 1.395746 -0.5 -0.2 0.0
H -1.545535 -1.013974 -0.865708 0.1 -0.1 0.2
H 1.177799 0.854802 -1.785530 -0.3 0.1 -0.1
H 1.722914 0.919099 -0.120511 -0.1 0.0 0.2
H -1.802268 1.278579 -1.735818 -0.1 -0.1 0.0
H -1.264278 1.734940 1.667967 0.2 -0.3 0.3
C 2.071821 5.308961 -0.480650 0.0 -0.1 -0.2
O 3.108895 6.335406 -0.526549 -2.6 0.2 1.6
P 2.619767 7.895091 -0.397784 4.7 2.7 -2.3
O 2.718734 8.398958 -1.791912 -0.9 -0.4 0.1
O 3.852747 8.336698 0.536044 -0.1 0.2 0.3
C 5.177243 7.994424 0.154590 0.1 -0.2 0.0
O 1.670153 8.977028 0.359616 -1.0 -2.4 0.6
C 0.382499 9.217957 -0.225951 -0.2 0.1 0.0
H 2.547087 4.340275 -0.583187 0.1 0.1 0.0
H 1.543250 5.342188 0.470560 0.0 -0.1 0.0
H 1.366521 5.444522 -1.298264 0.0 -0.1 0.0
H 5.295954 8.013234 -0.929392 -0.1 0.0 0.0
H 5.432665 7.005030 0.533862 0.0 0.0 -0.1
H 5.851026 8.726391 0.596858 -0.1 0.1 0.0
H -0.101690 8.290331 -0.527115 -0.1 0.0 0.0
H 0.486963 9.873498 -1.088713 0.1 -0.1 -0.1
H -0.234555 9.707598 0.524975 0.1 0.0 0.1
C -2.721031 -8.154736 4.074147 0.2 -0.1 0.0
O -1.751648 -7.372625 3.361569 -3.0 0.1 -0.3
P -2.142704 -6.892469 1.812775 5.6 1.6 -2.4
O -1.340702 -7.833615 0.988154 -1.0 -0.6 0.4
O -1.515658 -5.440780 1.970650 -0.3 0.1 0.0
C -0.201676 -5.272955 2.505181 0.2 0.1 0.4
O -3.255002 -6.299224 0.783140 -1.4 -0.9 2.2
C -4.062919 -7.252046 0.081464 -0.1 0.0 -0.2
H -2.311609 -8.387011 5.054228 0.1 0.0 0.0
H -3.651579 -7.598132 4.205305 0.0 0.0 0.1
H -2.921848 -9.088763 3.541915 0.0 0.0 0.1
H 0.459119 -6.091409 2.218175 -0.1 -0.1 -0.1
H -0.255566 -5.210368 3.592284 0.0 -0.1 0.0
H 0.208105 -4.341512 2.120873 -0.2 0.0 -0.2
H -4.410908 -8.047695 0.739693 0.0 -0.1 -0.1
H -3.495330 -7.680749 -0.742655 0.1 0.0 0.1
H -4.926918 -6.722523 -0.315125 0.0 0.1 0.1



Record 3
52
Properties=species:S:1:pos:R:3:forces:R:3 method="wB97M-V/def2-TZVPD" lumo_ev=2.1 homo_lumo_gap_ev=5.8 total_energy_ev=-46842.918 total_charge=-1 max_force_ev_per_a=0.5
N 0.300270 -0.268930 0.203128 -0.3 -0.3 -0.3
C 0.403041 0.265023 -1.160371 0.4 0.0 0.2
Al 1.999364 1.451943 -1.470683 -0.2 0.0 -0.2
Cl 1.300049 3.591548 -1.396418 0.0 0.0 0.0
C 3.358972 1.228208 0.057767 0.2 0.1 0.4
C 3.141669 2.308842 1.007993 0.1 0.0 0.0
O 2.345058 2.310366 1.928359 -0.1 0.1 0.0
O 3.892303 3.428829 0.759992 -0.1 -0.1 -0.2
H 1.000389 -0.878698 0.570647 0.1 0.2 0.1
H -0.416689 0.017994 0.835161 0.1 0.0 0.1
H -0.520656 0.812906 -1.364035 0.0 0.1 -0.1
H 0.429219 -0.561584 -1.888999 -0.2 0.0 0.0
H 2.777364 1.208965 -2.861872 0.0 0.0 0.0
H 4.365710 1.260395 -0.356496 -0.1 0.0 -0.1
H 3.169426 0.282436 0.566081 -0.1 0.0 -0.1
H 3.362466 4.173090 1.074283 0.1 0.0 0.2
C -0.452754 2.395829 3.997868 0.1 0.0 0.0
O 0.886160 2.743134 4.291141 -0.2 -0.1 0.0
H -1.046430 2.582396 4.894536 0.0 0.0 0.0
H -0.859636 3.000902 3.180757 0.0 0.0 0.0
H -0.549591 1.339119 3.726868 0.0 0.0 0.0
H 1.398285 2.571339 3.484658 0.2 0.1 0.0
C -0.965860 2.205319 -5.041986 0.0 0.1 0.1
O 0.214890 2.845852 -4.607961 -0.1 -0.1 -0.2
H -0.669423 1.265484 -5.505351 0.0 0.0 0.0
H -1.638146 1.979863 -4.207587 0.0 0.0 0.0
H -1.511309 2.802735 -5.782458 0.0 0.0 0.0
H -0.025760 3.671047 -4.175714 0.1 0.0 0.1
C -2.269919 -1.793139 2.896715 0.2 0.0 0.0
O -0.941044 -1.307990 2.964092 -0.1 0.1 0.1
H -2.754434 -1.287246 2.064287 0.0 0.0 0.0
H -2.278396 -2.870398 2.712274 -0.1 0.0 0.0
H -2.827884 -1.580449 3.814620 0.0 0.0 0.0
H -0.490571 -1.761278 3.681772 0.0 0.0 0.0
C -2.415006 -5.567452 3.761421 0.1 0.0 0.1
O -1.090297 -5.051323 3.831155 -0.1 0.0 0.0
H -2.911755 -5.070040 2.933429 0.0 0.0 0.0
H -2.416402 -6.643321 3.566841 0.0 0.0 0.0
H -2.972331 -5.365331 4.680279 0.0 0.0 0.0
H -0.633837 -5.483640 4.557330 0.0 0.0 0.0
C -2.408540 -6.727311 -0.332663 0.0 0.1 0.0
O -2.975950 -5.580188 0.279834 0.1 0.0 0.0
H -3.234719 -7.349304 -0.671449 0.0 0.0 0.0
H -1.793876 -6.463221 -1.197109 0.0 0.0 0.0
H -1.801517 -7.305770 0.370394 0.0 0.0 0.0
H -2.254150 -5.013180 0.570300 0.0 0.1 -0.1
C 2.297720 5.176119 -4.937897 -0.1 0.1 0.0
O 1.244469 5.887304 -5.596560 0.0 0.0 0.0
H 1.924255 4.865260 -3.966319 0.0 0.0 0.0
H 2.583822 4.283174 -5.495110 0.0 0.0 0.0
H 3.167615 5.821735 -4.785268 0.0 0.0 0.0
H 1.564366 6.152639 -6.461678 0.0 0.0 0.0



Record 4
48
Properties=species:S:1:pos:R:3:forces:R:3 method="wB97M-V/def2-TZVPD" lumo_ev=0.6 homo_lumo_gap_ev=10.5 total_energy_ev=-24181.065 smiles=CCO.CCO.CO.CO.CO.CO.CO max_force_ev_per_a=3.1 e_above_lowest_kcal_mol=95.6
C -4.408759 -1.779419 1.409030 -1.3 -0.6 -1.4
C -4.552432 -1.785691 -0.110655 1.0 1.6 -0.7
O -4.164952 -0.517391 -0.770166 -0.9 0.0 1.1
H -4.937730 -2.708337 1.660377 0.6 0.1 0.7
H -4.883610 -0.963856 1.931818 -0.4 0.4 -0.1
H -3.375381 -1.737631 1.635811 1.0 -0.4 0.6
H -5.529973 -1.925759 -0.504604 -1.1 -0.7 0.3
H -3.910988 -2.552194 -0.549162 0.0 0.1 0.1
H -4.898334 0.089066 -0.498653 1.1 -0.5 -0.5
C 3.985739 2.220704 2.553303 1.0 -0.1 -1.5
C 3.602430 0.967764 1.753704 -0.7 -0.3 0.2
O 3.274103 -0.112053 2.666345 -0.9 0.5 0.6
H 4.632860 1.900974 3.359540 0.2 0.2 0.3
H 3.096463 2.715581 2.943045 0.1 0.0 0.0
H 4.561331 2.925969 1.881868 -0.7 -0.6 0.8
H 4.398168 0.467002 1.144842 -0.6 1.1 0.3
H 2.696510 1.224481 1.150801 0.8 -0.5 0.0
H 2.525647 0.162244 3.248139 0.8 -0.3 -0.7
C 4.083818 -2.270097 0.335157 -0.4 0.7 -0.1
O 3.338321 -2.641686 1.466016 -0.1 0.7 0.6
H 5.120112 -2.063235 0.513902 0.7 0.1 0.4
H 4.008771 -3.136726 -0.233905 0.2 -1.3 -1.7
H 3.661631 -1.405908 -0.209278 0.0 -0.3 0.1
H 3.377539 -1.858318 2.037285 -0.4 0.0 0.4
C 1.603298 0.344746 -3.119880 -1.4 -1.2 0.4
O 1.214445 0.809871 -1.813281 0.9 0.6 -0.4
H 2.065907 -0.662295 -3.072886 0.0 0.6 0.0
H 0.645296 0.220466 -3.645413 0.4 -0.1 -0.4
H 2.220349 1.012993 -3.731209 0.0 0.2 0.8
H 1.096551 0.071166 -1.199765 0.2 -0.3 -0.3
C -2.636704 2.365601 -3.342445 -0.5 0.7 -0.7
O -3.254471 3.346550 -2.481573 -0.3 -0.6 0.3
H -1.561518 2.492440 -3.345960 0.3 0.1 0.2
H -2.858580 1.349386 -3.079652 -0.2 -0.5 0.4
H -2.964789 2.485552 -4.417137 0.0 0.2 1.2
H -3.573807 2.978309 -1.620451 0.7 0.1 -1.3
C -0.144225 -1.824090 0.692979 0.4 -0.6 1.8
O 1.061139 -1.579674 -0.026549 0.1 -0.6 0.0
H -0.993484 -1.433729 0.179025 -0.4 0.3 -0.9
H -0.378317 -2.898069 0.961460 0.6 0.9 -0.6
H -0.138305 -1.265171 1.651556 0.1 -0.3 -0.3
H 1.820055 -2.101990 0.339723 -1.1 0.5 0.1
C -1.203590 1.696806 0.434446 -0.4 -0.8 -1.2
O -2.500127 1.202108 0.794719 1.7 1.9 1.7
H -0.351392 1.043383 0.565124 0.0 -0.7 0.7
H -1.096234 1.939848 -0.614045 -0.5 0.1 -0.6
H -1.019205 2.599291 0.919755 0.1 1.4 1.2
H -2.753562 0.591016 0.156912 -1.0 -2.0 -1.9